DFT (ωB97M-V/def2-TZVPD) results for C4H3LiO6 as an isolated structure in a non-equilibrium geometry.

Positions of all 14 atoms, in Å:
C: -1.011 0.341 2.041
C: 0.316 0.149 2.029
O: 0.980 0.031 0.848
C: 2.271 -0.582 0.775
O: 2.738 -1.057 1.804
O: 2.715 -0.490 -0.385
H: -1.613 0.058 1.174
H: 0.950 0.241 2.913
H: -1.488 0.652 2.971
O: -1.434 2.130 -0.252
O: -1.548 3.180 -2.089
O: -0.336 1.313 -2.011
C: -1.067 2.175 -1.477
Li: 0.920 0.551 -0.948

As for the expectation value of S²: 0.76. The charge is -1. The value obtained for the relative energy (zero: lowest compared OMol25 entry of this formula, charge and spin) is 0.000 eV. The lowest unoccupied orbital energy (alpha / beta) is 3.295 / 1.777 eV. As for the spin multiplicity: 2. The calculation puts the electronic energy at -16689.7956 eV. As for the molecular weight: 154.003 g mol⁻¹. For the HOMO energy (alpha / beta), the calculation gives -6.0 / -6.0 eV. The gap between HOMO and LUMO (alpha / beta) comes out at 9.27 / 7.74 eV.